ORCA calculation (ωB97M-V/def2-TZVPD) on a 5-piece molecular cluster, C23H39F4N4O13 overall at a distorted geometry.

## Properties
calculated total energy = -2496.0184 Eh
HOMO = -10.8 eV
HOMO-LUMO gap = 7.264 eV
charge = +1

CARTESIAN COORDINATES (ANGSTROEM)
C: -1.32 -2.11 5.93
H: -1.89 1.73 0.72
H: 3.81 -1.43 0.72
H: -4.15 -1.42 -5.29
H: 1.60 2.81 -1.29
H: 2.27 -4.86 -0.20
H: -2.39 -1.90 5.80
O: -3.77 4.84 -1.13
O: 3.95 2.61 1.09
C: -4.76 -1.27 -4.40
H: 0.80 2.05 0.99
O: -4.30 0.80 -3.61
N: -0.20 -2.46 -3.12
H: -2.99 -0.78 -3.27
C: -0.69 -1.23 6.96
N: 1.40 -3.19 2.29
H: 0.72 -0.43 -3.57
O: 4.71 0.48 0.77
H: -0.11 -2.55 -4.17
H: -1.02 -1.24 1.82
H: 2.02 -0.90 -1.46
F: -4.35 4.91 -4.50
O: -2.62 4.84 -3.08
O: 1.53 -1.00 4.43
H: 4.28 -3.25 2.54
H: 1.91 -3.17 -2.86
H: 3.30 -4.67 2.43
H: 6.20 3.87 0.02
O: 6.17 2.18 1.19
H: 4.50 3.91 2.58
H: -3.90 3.26 -3.44
H: -1.12 -0.23 7.02
H: 0.99 0.22 1.43
O: 0.65 -1.15 6.54
H: 2.72 1.31 -0.67
O: -1.49 5.02 -1.10
C: -3.92 4.36 -3.34
F: -0.72 -1.82 8.18
C: 0.82 -3.38 -2.49
C: 1.82 1.66 -1.33
C: 0.51 0.74 -0.85
H: 4.14 4.67 1.02
H: -5.08 5.87 -2.33
C: -1.20 0.99 1.31
H: -0.44 1.21 -1.37
F: 6.87 4.19 1.89
H: -4.49 -0.78 -2.31
C: 6.00 3.58 1.06
H: -2.13 -0.85 0.33
H: -1.01 -0.45 -2.71
C: 0.04 -1.00 -2.78
H: 0.54 -3.61 1.88
C: 2.54 -3.06 1.30
O: -0.60 -1.79 4.76
F: -5.25 -2.46 -3.97
C: 2.24 -3.67 -0.19
C: -5.42 0.83 -4.39
H: 3.09 -1.24 2.29
H: -1.14 1.42 2.42
H: -5.57 4.20 -1.96
H: -2.79 -0.57 2.17
H: 0.51 -4.51 -2.70
O: 0.42 -1.85 -0.39
N: 2.96 -1.60 1.31
H: 1.17 -2.26 2.71
C: -2.54 4.91 -1.72
C: 0.37 0.96 0.77
C: -1.88 -0.50 1.43
C: 4.93 1.66 1.00
C: -4.72 4.85 -2.18
H: 2.07 1.29 -2.44
H: -0.01 -3.96 -0.45
O: -5.85 -0.43 -4.70
C: 0.81 -3.20 -0.86
C: 0.84 -0.80 -1.33
N: 3.72 -3.85 1.90
H: 3.09 -3.34 -0.97
C: 0.61 -1.29 5.18
C: -4.06 -0.56 -3.29
C: 4.60 3.80 1.50
O: -5.96 1.85 -4.76
H: -1.19 -2.67 -2.83
H: -1.20 -3.17 6.15